A molecular structure, C2BrN2P at a distorted geometry, computed with ωB97M-V/def2-TZVPD.

Cartesian coordinates (Å):
C -0.2852 0.9152 1.0950
C 0.1415 -0.6951 -1.1747
N -0.1855 0.8750 2.2314
N 0.4065 -1.7835 -1.4033
P -0.4491 0.9712 -1.3352
Br 1.5262 1.9066 -1.6340

Atomic forces in eV per Å
-0.6 0.4 -4.6
-0.5 0.7 -0.7
0.1 -0.1 1.4
0.3 -1.0 0.1
1.1 0.0 3.9
-0.5 -0.1 -0.1

E_tot   -84382.6940 eV
Energy relative to the best compared isomer or geometry (same formula, charge and spin)   0.0 kcal per mole